(1)
An isolated molecule of C5H9NO in a non-equilibrium geometry. Source: the Open Molecules 2025 dataset; level of theory: ωB97M-V with the def2-TZVPD basis set.

LUMO level = 0.505 eV
highest occupied orbital energy = -8.28 eV
HOMO-LUMO gap = 8.790 eV

Structure (XYZ):
```
16
Properties=species:S:1:pos:R:3:forces:R:3:mulliken_charge:R:1
C -1.303289 -0.798451 -0.909829 0.0 0.0 0.0 -1.386
C -0.812091 0.085528 0.200406 0.1 0.1 -0.1 0.158
O -0.741973 -0.969032 1.550861 0.0 0.0 0.3 -0.581
C 0.590170 0.487756 0.266834 -0.1 0.1 -0.1 0.261
C 1.577175 0.062254 -0.808490 0.1 0.0 -0.1 -1.446
C 0.806943 1.770505 0.866229 0.2 0.8 0.4 0.286
N 0.984148 2.795153 1.387748 -0.2 -0.9 -0.5 -0.562
H -1.306337 -0.214142 -1.837077 0.0 -0.1 0.1 0.337
H -2.316889 -1.157460 -0.716923 0.2 0.1 0.0 0.371
H -0.643205 -1.658382 -1.050379 -0.1 0.1 0.0 0.313
H -1.543600 0.813795 0.555254 0.1 -0.1 -0.1 0.422
H -1.142114 -0.541522 2.329924 0.0 -0.1 -0.1 0.399
H 0.307742 -0.530982 1.410095 -0.1 0.0 0.0 0.388
H 2.593991 0.318246 -0.496580 -0.2 0.0 0.0 0.404
H 1.395987 0.557387 -1.772761 0.0 -0.1 0.1 0.291
H 1.553348 -1.020654 -0.975313 0.0 0.2 0.0 0.344
```
Forces are in eV/Å.

=====

(2)
An isolated molecule of C5H9NO. Source: the Open Molecules 2025 dataset; level of theory: ωB97M-V with the def2-TZVPD basis set.

LUMO level = 0.931 eV
highest occupied orbital energy = -9.62 eV
HOMO-LUMO gap = 10.555 eV
SMILES = C=NC[C@H](C)C=O

Structure (XYZ):
```
16
Properties=species:S:1:pos:R:3:forces:R:3:mulliken_charge:R:1
C -0.844178 -1.316305 1.369303 0.0 0.0 0.1 -1.440
C 0.114614 -0.834371 0.273458 0.0 -0.1 -0.1 0.665
C -0.509252 0.270489 -0.576787 -0.1 0.0 0.1 -0.892
N 0.454933 0.764748 -1.551115 -0.1 0.4 -0.1 -0.383
C 0.302254 1.942357 -1.982876 0.1 -0.2 0.0 -0.292
C 1.393476 -0.356862 0.930981 0.2 -0.2 0.1 -0.126
O 2.330992 -1.073503 1.182448 -0.4 0.3 -0.1 -0.480
H -1.074408 -0.512127 2.079572 0.0 -0.1 -0.1 0.349
H -0.401928 -2.146085 1.928380 -0.1 0.1 -0.1 0.377
H -1.789684 -1.658830 0.934718 0.1 0.1 0.0 0.362
H 0.388329 -1.674868 -0.373414 0.0 0.1 0.1 0.222
H -1.366698 -0.147756 -1.119459 0.1 0.0 0.1 0.366
H -0.896843 1.080708 0.065308 0.1 -0.1 -0.1 0.438
H 1.405240 0.718224 1.225082 0.0 -0.1 0.0 0.321
H 1.006095 2.333623 -2.719129 -0.1 -0.1 0.1 0.273
H -0.512942 2.610557 -1.666470 0.1 -0.1 0.0 0.238
```
Forces are in eV/Å.

=====

(3)
A cluster of 3 separate species, C5H9NO in total in a non-equilibrium geometry. Source: the Open Molecules 2025 dataset; level of theory: ωB97M-V with the def2-TZVPD basis set.

LUMO level = 0.148 eV
highest occupied orbital energy = -10.08 eV
HOMO-LUMO gap = 10.224 eV
SMILES = C=CC#N.[H][H].CC=O

Structure (XYZ):
```
16
Properties=species:S:1:pos:R:3:forces:R:3:mulliken_charge:R:1
C 0.984785 1.132058 -1.429995 0.0 0.0 0.1 -0.792
C 1.328453 1.164205 0.039188 -0.3 0.2 0.3 -0.008
O 0.845489 1.923599 0.852322 0.3 -0.5 -0.6 -0.489
C -0.213483 -1.479241 0.881883 -0.3 0.0 -0.1 0.005
C -1.519058 -1.299717 1.105833 0.4 0.0 0.0 -0.856
C 0.265656 -1.950370 -0.396266 0.3 -0.4 -0.8 0.286
N 0.659114 -2.302578 -1.428885 -0.4 0.3 1.1 -0.445
H 1.235293 0.160789 -1.869910 -0.1 0.3 0.1 0.270
H 1.586967 1.905142 -1.922447 -0.1 -0.1 0.0 0.324
H -0.073091 1.365683 -1.596383 0.2 0.0 0.1 0.243
H 2.087605 0.414510 0.362839 -0.1 0.2 0.0 0.427
H -1.515283 1.535573 0.755496 0.0 0.2 0.0 -0.123
H 0.551680 -1.236501 1.621928 -0.3 -0.1 -0.2 0.318
H -1.860373 -0.888431 2.054256 0.1 -0.2 -0.2 0.388
H -2.268469 -1.498422 0.336994 0.3 0.0 0.3 0.327
H -2.090562 1.072119 0.767156 -0.2 0.1 -0.1 0.124
```
Forces are in eV/Å.

=====

(4)
A structure of composition C5H9NO. Source: the Open Molecules 2025 dataset; level of theory: ωB97M-V with the def2-TZVPD basis set.

LUMO level = 0.747 eV
highest occupied orbital energy = -9.68 eV
HOMO-LUMO gap = 10.430 eV

Structure (XYZ):
```
16
Properties=species:S:1:pos:R:3:forces:R:3:mulliken_charge:R:1
C -0.183055 -0.153903 -1.874069 -0.1 0.0 0.0 -1.051
C -0.680670 -0.506748 -0.522800 0.0 0.0 -0.2 0.584
N -1.599270 -1.369270 -0.214620 0.2 0.1 0.0 -0.705
C -1.227248 -1.226742 1.175830 -0.2 -0.3 0.6 0.307
O -1.557552 -1.841115 2.145543 0.2 0.3 -0.5 -0.525
C -0.193390 -0.120047 0.859432 0.0 0.0 0.0 0.500
C 1.272259 -0.352312 1.187534 0.1 0.0 0.0 -1.409
H 0.817723 -0.589883 -1.991930 -0.1 0.1 0.0 0.285
H -0.079140 0.928400 -1.999618 0.0 -0.2 0.1 0.257
H -0.837044 -0.567233 -2.644338 0.1 0.1 0.1 0.342
H 0.083720 3.231866 -0.855810 0.0 0.0 0.1 0.142
H -0.229931 2.922437 -0.257287 0.0 0.0 0.0 -0.134
H -0.530244 0.871949 1.186366 0.0 -0.2 -0.1 0.360
H 1.608470 -1.325957 0.813856 -0.1 0.1 0.1 0.333
H 1.443080 -0.325306 2.267249 0.0 0.0 -0.1 0.363
H 1.892293 0.423863 0.724661 -0.1 -0.1 0.1 0.350
```
Forces are in eV/Å.

=====

(5)
A structure of composition C5H9NO in a non-equilibrium geometry. Source: the Open Molecules 2025 dataset; level of theory: ωB97M-V with the def2-TZVPD basis set.

LUMO level (alpha / beta) = 0.527 / 0.030 eV
highest occupied orbital energy (alpha / beta) = -7.30 / -7.27 eV
HOMO-LUMO gap (alpha / beta) = 7.829 / 7.299 eV

Structure (XYZ):
```
16
Properties=species:S:1:pos:R:3:forces:R:3:mulliken_charge:R:1
C 1.246531 -0.492202 0.851055 -1.7 0.8 0.0 0.037
C -0.429322 -0.171785 -0.037571 0.4 -1.0 0.1 0.500
C -0.313695 0.458587 -1.399708 0.0 0.0 0.1 -1.422
C -1.542627 0.307908 0.853673 0.1 0.0 0.0 -1.268
N 1.069128 0.899315 0.920339 0.7 0.2 0.2 -0.614
C 2.172815 -1.229279 0.096315 0.7 -0.4 -0.8 -0.076
O 2.273141 -1.839755 -0.918307 -0.2 0.3 0.5 -0.368
H 1.454092 1.314601 0.071253 0.0 0.0 0.0 0.265
H 0.973256 -1.017461 1.768238 0.0 0.0 -0.1 0.462
H -0.477568 -1.259007 -0.157476 -0.2 0.0 -0.1 0.293
H 0.587436 0.129015 -1.917270 0.0 0.0 0.0 0.368
H -1.432431 -0.075659 1.867899 0.0 0.0 0.0 0.324
H -1.167033 0.113421 -1.994129 0.0 0.1 0.0 0.399
H -0.342441 1.546769 -1.355895 0.0 0.0 0.0 0.383
H -2.488394 -0.078180 0.453464 0.1 0.1 0.0 0.413
H -1.582887 1.393711 0.898121 0.0 0.0 0.0 0.304
```
Forces are in eV/Å.

=====

(6)
An isolated molecule of C5H9NO. Source: the Open Molecules 2025 dataset; level of theory: ωB97M-V with the def2-TZVPD basis set.

LUMO level = 0.778 eV
highest occupied orbital energy = -9.50 eV
HOMO-LUMO gap = 10.278 eV
SMILES = CC/N=C\CC=O

Structure (XYZ):
```
16
Properties=species:S:1:pos:R:3:forces:R:3:mulliken_charge:R:1
C 0.628454 -0.938644 2.121469 0.0 0.0 0.1 -1.182
C 0.944978 -0.245164 0.800304 0.0 0.1 0.1 -0.106
N 0.617908 -1.127821 -0.305893 -0.3 0.1 -0.2 -0.489
C -0.278601 -0.820419 -1.143038 0.2 -0.2 0.1 -0.007
C -1.154841 0.416697 -1.185958 0.1 0.0 0.1 -0.631
C -0.442211 1.687804 -1.608411 0.1 0.1 0.0 0.071
O 0.749197 1.846108 -1.590221 -0.3 0.0 -0.1 -0.439
H 1.086097 -1.932003 2.148417 -0.1 0.1 0.0 0.313
H 1.007859 -0.354529 2.966311 -0.1 -0.1 -0.1 0.344
H -0.453224 -1.061574 2.248283 0.2 0.0 0.0 0.284
H 0.448642 0.734133 0.754345 0.0 -0.1 0.0 0.209
H 2.021284 -0.050900 0.733708 -0.1 0.0 0.0 0.264
H -0.456101 -1.540433 -1.947889 0.0 0.1 0.1 0.377
H -1.597754 0.622885 -0.200077 0.1 0.0 -0.1 0.295
H -2.000954 0.254584 -1.864056 0.1 0.0 0.1 0.347
H -1.120735 2.509276 -1.927294 0.1 -0.1 0.0 0.351
```
Forces are in eV/Å.

=====

no.,E_tot (a.u.)
1,-325.8028
2,-325.8709
3,-325.8190
4,-325.8462
5,-325.7239
6,-325.8724